Computed, not measured: a 2-piece molecular cluster, C12H20BBrN2O8PS overall in a non-equilibrium geometry, with ωB97M-V/def2-TZVPD.

Last column: Löwdin charge in e.
Geometry (Å):
Br1 -5.5738 -5.2793 0.7460  0.73
S1 1.0037 1.4404 -0.2963  0.36
P1 -0.7160 1.1803 0.6038  0.37
O1 -5.1744 -2.6474 1.7327  0.00
O2 -1.8661 2.3053 0.0423  -0.23
O3 -1.1701 -0.0870 -2.6379  0.08
O4 2.0826 4.9128 -0.1816  -0.18
O5 -0.1236 -4.8687 1.5039  0.05
O6 -1.1086 -5.2357 -0.6097  -0.04
O7 0.2393 -2.1093 -2.6802  0.14
O8 -0.4659 1.5518 2.2759  -0.25
N1 -1.2503 -1.5815 -0.5927  0.15
N2 -2.3430 -2.7584 1.2770  0.00
C1 4.0167 5.9645 -1.0576  -0.18
C2 -0.0373 -4.7930 0.2341  -0.36
C3 -3.0440 -3.8507 2.0521  -0.06
C4 -1.3235 -0.6137 0.5324  -0.15
C5 2.5367 5.8863 0.7696  -0.21
C6 -1.8493 -2.8217 -0.1008  -0.03
C7 -2.0335 -4.1702 -0.9426  -0.07
C8 -4.6058 -3.7534 1.5778  -0.68
C9 3.0566 4.8044 -1.2291  -0.22
C10 1.3822 -4.2205 -0.3172  0.02
C11 -2.0161 -1.3919 1.7093  0.10
C12 3.9860 6.1799 0.4385  -0.18
B1 -0.6888 -1.2927 -1.9607  -0.58
H1 5.0128 5.7551 -1.4515  0.12
H2 -2.9160 -3.7327 3.1837  0.17
H3 0.0774 -2.0190 -3.6558  0.15
H4 1.9149 6.7808 0.6559  0.12
H5 1.3713 -4.0017 -1.4384  0.08
H6 3.6262 6.8512 -1.5679  0.12
H7 -1.3531 3.0813 -0.3195  0.09
H8 0.2198 0.9232 2.6066  0.07
H9 3.5693 3.8434 -1.1119  0.11
H10 4.2987 7.1795 0.7451  0.12
H11 -2.1021 -0.2871 -2.9306  0.13
H12 -2.6966 -4.9009 1.7020  0.13
H13 -2.2595 -1.0072 2.7624  0.16
H14 -2.0730 -3.9453 -2.0787  0.16
H15 2.5548 4.8154 -2.1997  0.12
H16 2.1263 -5.0994 -0.1597  0.12
H17 4.6374 5.4506 0.9319  0.12
H18 -3.0939 -4.5696 -0.6848  0.11
H19 2.4074 5.4987 1.7828  0.12
H20 1.7642 -3.3671 0.3394  0.11

Properties
E_tot in Eh: -4518.8563
Gap between HOMO and LUMO in eV: 6.349
Charge: +1
Highest occupied orbital energy in eV: -11.09

Computed, not measured: C23H31F6HfO3 as an isolated structure in a non-equilibrium geometry, with ωB97M-V/def2-TZVPD.

Last column: Löwdin charge in e.
Geometry (Å):
Hf1 1.0035 -1.0013 1.6994  1.68
F1 -3.6279 -2.0797 2.4808  0.11
F2 -2.6198 -1.9629 5.9313  0.12
F3 -4.3873 -1.0243 4.3112  0.13
F4 -3.7298 0.1572 2.5197  0.12
F5 -2.2140 -3.3295 4.2586  0.12
F6 -0.5177 -2.1865 5.2840  0.10
O1 -1.4826 2.4465 -4.6412  -0.16
O2 0.8560 -0.0877 -0.3280  -0.25
O3 -1.1781 -0.8310 2.5631  -0.27
C1 2.8465 0.4395 2.0140  -0.18
C2 1.8622 -0.4403 3.8778  -0.14
C3 -3.4632 -0.9630 3.2838  -0.46
C4 2.9584 -0.5625 2.9916  -0.17
C5 -0.4520 2.4169 -5.6352  -0.22
C6 0.9379 -2.9682 0.2450  -0.15
C7 0.5618 0.1603 -2.4213  -0.03
C8 -2.7150 2.8583 -5.2439  -0.20
C9 1.0864 0.6482 3.4568  -0.14
C10 -1.8180 -2.1186 4.8083  -0.43
C11 -1.9973 -0.9043 3.8113  -0.33
C12 0.2946 -3.1237 2.4253  -0.15
C13 1.7029 -3.1459 2.3779  -0.17
C14 2.9097 -0.5813 -1.6286  0.00
C15 -0.3128 -0.0921 -1.2010  -0.09
C16 -1.9378 0.3634 4.7108  -0.02
C17 -2.4968 2.8049 -6.7478  -0.17
C18 -1.0121 3.1299 -6.8557  -0.17
C19 2.1467 1.7844 -1.2631  0.01
C20 1.7372 0.3433 -1.4487  -0.50
C21 1.6765 1.1858 2.2984  -0.15
C22 2.1066 -3.0170 1.0296  -0.16
C23 -0.1732 -3.0252 1.0957  -0.14
H1 0.1525 0.9610 3.8852  0.08
H2 3.5078 -0.6308 -0.7219  0.08
H3 -0.5603 2.7897 -7.7856  0.12
H4 -2.9565 3.8762 -4.9181  0.12
H5 3.1207 -2.9844 0.6687  0.13
H6 0.9014 -2.8497 -0.8239  0.12
H7 3.5465 0.6161 1.2169  0.11
H8 -0.8528 4.2057 -6.7760  0.12
H9 1.3050 2.3836 -0.9232  0.10
H10 -0.8363 -1.0412 -1.1525  0.12
H11 -0.9967 0.7030 -0.9218  0.14
H12 1.2698 1.9876 1.7087  0.12
H13 3.7408 -1.2990 3.0451  0.13
H14 2.9514 1.8849 -0.5406  0.08
H15 -1.2033 -2.9393 0.8034  0.13
H16 -3.5112 2.1964 -4.9012  0.12
H17 3.5444 -0.2150 -2.4349  0.11
H18 2.3567 -3.2403 3.2260  0.13
H19 0.6716 -0.7017 -3.0739  0.13
H20 -2.6935 1.8015 -7.1268  0.12
H21 0.4401 2.8950 -5.2293  0.11
H22 -0.2023 1.3759 -5.8692  0.11
H23 -3.1336 3.5012 -7.2898  0.12
H24 2.4934 2.1919 -2.2125  0.11
H25 -1.0393 0.3672 5.3720  0.10
H26 2.5894 -1.5883 -1.8793  0.09
H27 1.6458 -1.0837 4.7139  0.13
H28 0.3115 1.0346 -3.0153  0.11
H29 -0.3201 -3.1662 3.3077  0.09
H30 -2.0371 1.2980 4.1248  0.11
H31 -2.7571 0.3765 5.4637  0.11

Properties
E_tot in Eh: -1767.7520
Gap between HOMO and LUMO in eV: 8.215
Charge: +1
Highest occupied orbital energy in eV: -11.73

Computed, not measured: a 11-piece molecular cluster, C34H78ClN12O13P overall in a non-equilibrium geometry, with ωB97M-V/def2-TZVPD.

Last column: Löwdin charge in e.
Geometry (Å):
Cl1 -5.4654 0.1946 -3.1717  0.23
P1 -6.6715 0.3000 -4.9286  0.66
O1 -7.8540 -2.5382 -6.4412  0.14
O2 6.9532 4.4722 2.1291  0.01
O3 7.2562 5.1890 6.8118  0.00
O4 -3.5241 -5.0687 -5.1865  -0.01
O5 3.2928 6.2881 4.4076  -0.01
O6 -1.3900 -8.6829 -0.1724  0.00
O7 -9.5642 1.6310 -3.7708  -0.02
O8 -3.6294 -9.5005 -4.2784  0.00
O9 -7.2987 -2.4934 -4.3134  0.08
O10 -5.9617 1.5151 -5.7012  -0.31
O11 2.5771 3.5228 -0.1303  -0.01
O12 -0.4841 0.5101 -3.2303  0.00
O13 3.6655 5.8160 11.0435  0.01
N1 2.0947 2.9105 2.0011  -0.19
N2 8.6907 4.5843 8.4551  -0.19
N3 -6.1652 -1.0765 -5.8612  -0.18
N4 0.7281 2.4179 -3.3716  -0.18
N5 -2.4428 -11.3892 -3.8677  -0.19
N6 5.2021 7.4767 4.7899  -0.18
N7 3.7020 4.8151 9.0091  -0.19
N8 7.3016 3.2130 0.2873  -0.20
N9 -3.7432 0.1241 -6.7104  0.15
N10 -5.1322 -6.3591 -6.1243  -0.18
N11 -2.5919 -7.1331 -1.3207  -0.18
N12 -10.0023 0.9599 -1.6515  -0.20
C1 8.2342 2.3513 0.9927  -0.04
C2 6.7296 4.2254 0.9582  -0.34
C3 -3.7447 -6.8599 -2.1616  -0.04
C4 -7.1622 -2.0793 -5.5822  -0.68
C5 -3.6595 -0.8061 -5.8701  -0.45
C6 4.0331 5.7749 9.8849  -0.38
C7 4.1836 4.8240 7.6373  -0.06
C8 -3.8818 -6.1045 -5.7267  -0.36
C9 0.8279 3.7894 -3.8304  -0.05
C10 2.1069 4.2856 2.4980  -0.03
C11 2.3434 2.6708 0.7143  -0.37
C12 1.8389 1.8393 -2.6341  -0.04
C13 5.9434 6.8521 3.6983  -0.04
C14 8.1784 4.5083 7.2170  -0.34
C15 -1.6879 -6.0520 -0.9668  -0.03
C16 9.7934 3.7481 8.8871  -0.06
C17 -1.2823 -12.0050 -3.2506  -0.05
C18 3.9395 7.1134 5.0355  -0.37
C19 1.7926 1.8386 2.9281  -0.05
C20 -0.3541 1.6639 -3.5985  -0.35
C21 7.0170 2.9596 -1.1080  -0.06
C22 -4.8288 -1.6778 -5.5722  -0.21
C23 -9.8165 0.7573 -2.9678  -0.38
C24 -2.6719 -10.0732 -3.7848  -0.36
C25 8.1130 5.5386 9.3885  -0.03
C26 -9.9004 2.3149 -1.1376  -0.04
C27 5.8700 8.4715 5.6002  -0.06
C28 -2.3382 -8.3657 -0.8692  -0.39
C29 2.8366 3.7382 9.4561  -0.04
C30 -10.2972 -0.1263 -0.7396  -0.06
C31 -5.5049 -7.6091 -6.7567  -0.05
C32 -2.3940 -1.1654 -5.1370  -0.02
C33 -6.1354 -5.3324 -5.9021  -0.03
C34 -3.3897 -12.2176 -4.5962  -0.04
H1 -6.5916 -2.1539 -3.7532  0.06
H2 5.4352 7.0377 2.7516  0.09
H3 -1.8936 -9.5382 -3.2194  0.13
H4 8.1985 6.5510 8.9930  0.09
H5 0.9650 4.4596 -2.9804  0.09
H6 10.6427 4.3656 9.1848  0.09
H7 -1.1417 2.1944 -4.1634  0.13
H8 -2.6073 -1.8696 -4.3549  0.07
H9 1.8673 4.3037 3.5541  0.08
H10 -4.7223 -2.5453 -6.2121  0.12
H11 7.0553 5.3226 9.5421  0.08
H12 6.5897 1.9623 -1.2324  0.09
H13 8.6761 3.7540 6.5850  0.14
H14 1.5001 1.5277 -1.6522  0.07
H15 4.6921 6.5458 9.4467  0.13
H16 -4.3079 -7.7737 -2.3307  0.08
H17 -2.8412 0.5852 -6.7773  0.06
H18 6.0023 5.7804 3.8475  0.07
H19 -10.6356 2.9578 -1.6216  0.09
H20 6.7483 8.0326 6.0778  0.08
H21 -9.9101 -0.3028 -3.2606  0.13
H22 -3.0890 -9.1006 -1.2043  0.13
H23 -0.6861 -11.2480 -2.7470  0.09
H24 0.8007 1.9826 3.3595  0.09
H25 -9.5234 -0.1985 0.0275  0.09
H26 7.9333 3.0278 -1.6997  0.09
H27 -6.2645 -8.1192 -6.1628  0.09
H28 3.2963 3.2049 10.2887  0.09
H29 6.0362 4.8202 0.3455  0.14
H30 -1.7068 -1.5917 -5.8525  0.09
H31 1.6772 3.8997 -4.5077  0.09
H32 2.2890 1.5967 0.4633  0.13
H33 -1.6456 -5.9366 0.1165  0.09
H34 -4.3911 -6.1232 -1.6785  0.09
H35 5.1948 8.8358 6.3722  0.08
H36 -11.2608 0.0371 -0.2529  0.09
H37 -10.0745 2.3086 -0.0652  0.08
H38 -5.9024 -7.4212 -7.7562  0.09
H39 -4.6349 -8.2557 -6.8354  0.08
H40 -4.3805 -12.1392 -4.1490  0.09
H41 2.2159 0.9599 -3.1614  0.10
H42 9.0716 2.9351 1.3756  0.09
H43 1.8822 4.1383 9.7988  0.09
H44 -1.9510 -0.2673 -4.7442  0.04
H45 -3.0603 -13.2520 -4.5674  0.09
H46 6.9469 7.2653 3.6600  0.09
H47 -5.8397 -4.4204 -6.4174  0.07
H48 1.3735 4.8738 1.9458  0.10
H49 -2.0382 -5.1288 -1.4189  0.09
H50 -3.4594 -11.8870 -5.6325  0.09
H51 8.6051 1.5884 0.3138  0.08
H52 -6.2114 -5.1122 -4.8371  0.09
H53 9.4914 3.1320 9.7359  0.09
H54 7.7405 1.8745 1.8402  0.09
H55 6.3029 3.6919 -1.4700  0.08
H56 -3.4145 -6.4703 -3.1226  0.07
H57 -6.1465 2.2861 -5.1553  0.05
H58 -0.6811 -6.2706 -1.3227  0.09
H59 -0.6674 -12.4940 -4.0083  0.09
H60 1.8147 0.8815 2.4114  0.08
H61 10.1030 3.0962 8.0740  0.08
H62 3.3378 4.8614 6.9477  0.09
H63 3.5101 7.6396 5.9063  0.13
H64 6.1845 9.3145 4.9815  0.09
H65 8.6345 5.4764 10.3389  0.09
H66 -0.0802 4.0702 -4.3592  0.08
H67 3.0875 4.7295 2.3513  0.08
H68 -4.7394 -2.0507 -4.5625  0.08
H69 -7.1010 -5.6593 -6.2742  0.10
H70 -10.3363 -1.0656 -1.2860  0.08
H71 2.6664 3.0494 8.6335  0.08
H72 -8.9096 2.7213 -1.3421  0.09
H73 -1.5959 -12.7485 -2.5163  0.09
H74 4.7642 3.9220 7.4425  0.09
H75 4.8208 5.6861 7.4637  0.06
H76 -3.1845 -6.9337 -5.9266  0.13
H77 2.6226 2.5734 -2.5284  0.08
H78 2.5285 1.8221 3.7338  0.09

Properties
E_tot in Eh: -3779.1023
Gap between HOMO and LUMO in eV: 9.360
SMILES: [H]/N=C(\C)CN(C(=O)O)P(O)Cl.CN(C)C=O.CN(C)C=O.CN(C)C=O.CN(C)C=O.CN(C)C=O.CN(C)C=O.CN(C)C=O.CN(C)C=O.CN(C)C=O.CN(C)C=O
Charge: 0
Highest occupied orbital energy in eV: -8.88
ΔE to the lowest compared entry with this formula, charge and spin in kcal per mole: 13.2

Computed, not measured: C30H43AlCl5P2 as an isolated structure in a non-equilibrium geometry, with ωB97M-V/def2-TZVPD.

Last column: Löwdin charge in e.
Geometry (Å):
Cl1 -1.5694 5.2007 5.1024  0.72
Cl2 -2.5695 3.1314 -0.6665  0.75
Cl3 -1.9324 7.2524 2.7613  0.72
Cl4 -2.2252 6.1939 -0.1719  0.71
Cl5 -1.4642 2.1164 4.4918  0.73
P1 -1.5424 0.4038 -2.1685  0.92
P2 1.6017 1.4044 -1.7283  0.86
Al1 -0.5580 -0.2576 -5.0440  0.28
C1 -2.1086 3.6997 0.9011  -0.64
C2 -1.8760 0.1730 1.6263  0.01
C3 3.1307 1.8222 -2.6665  -0.30
C4 -2.0737 5.0955 1.1232  -0.71
C5 -3.3589 0.4210 -2.5161  -0.29
C6 -1.0906 -1.2760 -2.9414  -0.23
C7 1.7729 2.4036 -0.2086  -0.28
C8 -1.9849 -2.5554 -0.0485  -0.05
C9 0.7143 1.7862 -6.5706  -0.15
C10 -1.6744 3.2591 3.2054  -0.64
C11 -1.8096 2.8011 1.9059  -0.15
C12 -1.8940 5.5753 2.4394  -0.70
C13 -1.8185 -0.6524 -6.4621  -0.17
C14 -0.8684 1.7945 -3.2146  -0.45
C15 -0.6748 1.5870 -7.2392  -0.14
C16 1.0325 -3.3152 -0.7514  -0.04
C17 -1.6141 0.7481 -6.3933  -0.15
C18 1.0891 0.6262 -5.6764  -0.18
C19 0.5690 -2.2055 0.1133  -0.19
C20 -0.7582 -0.6260 1.1853  -0.18
C21 1.0272 -0.7408 -6.1139  -0.15
C22 0.6083 -0.3863 1.5305  -0.21
C23 -1.0441 -1.6303 -7.3105  -0.17
C24 2.8967 -1.3020 0.7608  -0.03
C25 -1.7236 4.6507 3.4933  -0.69
C26 0.3829 2.4959 -2.6225  -0.41
C27 1.4206 -1.2965 0.8077  -0.20
C28 0.4615 -1.2495 -7.4385  -0.15
C29 1.0619 0.6354 2.4864  -0.06
C30 -0.7738 -1.8192 0.3721  -0.23
H1 -1.6784 2.5447 -3.2964  0.08
H2 -2.2719 -3.2680 0.7348  0.10
H3 3.9979 1.6905 -2.0024  0.05
H4 -3.8082 -0.4963 -2.1025  0.04
H5 -1.1476 2.5762 -7.3369  0.12
H6 0.6495 2.7268 -5.9950  0.12
H7 0.2978 -3.5723 -1.5299  0.07
H8 -0.2302 -1.6581 -2.3717  0.04
H9 -2.7527 0.0856 0.9805  0.07
H10 1.2314 -4.2374 -0.1822  0.10
H11 3.3180 -1.7943 1.6423  0.10
H12 1.8490 0.8542 -4.9376  0.09
H13 3.2524 -1.8322 -0.1287  0.07
H14 -2.1433 -0.0086 2.6756  0.10
H15 3.2381 1.1350 -3.5186  0.01
H16 3.2796 -0.2749 0.7405  0.07
H17 2.4752 1.9135 0.4749  0.03
H18 0.0887 3.2617 -1.8878  0.06
H19 1.7168 -1.4651 -5.6733  0.13
H20 1.4851 1.9289 -7.3416  0.13
H21 1.9736 -3.0442 -1.2477  0.08
H22 -1.9675 -1.8912 -2.6933  0.06
H23 -0.6486 1.4716 -4.2823  0.01
H24 0.5911 1.6087 2.2792  0.05
H25 -1.1156 -2.6170 -6.8186  0.12
H26 2.1541 0.7529 2.4640  0.08
H27 0.9818 -2.1955 -7.6720  0.12
H28 -2.4340 1.3385 -5.9720  0.13
H29 -2.7669 -1.0277 -6.0713  0.14
H30 -1.6999 1.6362 1.6592  0.03
H31 -2.8265 -1.8648 -0.2053  0.07
H32 0.6374 -0.5777 -8.2963  0.12
H33 -3.5960 0.4893 -3.5865  0.04
H34 -0.5591 1.2281 -8.2701  0.12
H35 0.9427 3.0229 -3.4104  0.07
H36 -0.8668 -1.5652 -4.0153  0.03
H37 0.7679 0.3575 3.5116  0.08
H38 -1.5172 -1.7467 -8.2910  0.12
H39 2.1211 3.4119 -0.4553  0.06
H40 -3.8139 1.2803 -2.0001  0.00
H41 3.0822 2.8537 -3.0461  0.05
H42 -1.8116 -3.1327 -0.9586  0.06
H43 0.7877 2.4508 0.2680  0.03

Properties
E_tot in Eh: -4394.5268
Gap between HOMO and LUMO (alpha / beta) in eV: 5.869 / 5.896
Charge: +1
Highest occupied orbital energy (alpha / beta) in eV: -9.52 / -9.55

> Which of these has the highest E_tot?

C23H31F6HfO3